No. 1
88
Properties=species:S:1:pos:R:3:mulliken_spin:R:1 method="wB97M-V/def2-TZVPD" multiplicity=2 s_squared=0.804 charge=+3 lumo_ev="-7.91 / -10.69" e_above_lowest_kcal_mol=0.00
Fe 0.9040 -0.1601 1.4890 0.003
C 3.2653 1.5001 1.4698 0.006
C 3.9063 0.1984 1.8972 -0.003
N 2.9164 -0.8984 1.7185 -0.003
C 2.9562 -1.8952 2.8117 -0.001
C 2.3642 -1.3261 4.0867 0.000
S 0.7276 -0.6120 3.7311 -0.005
C 0.9017 1.0936 4.3168 0.002
C 1.9995 1.8208 3.5661 -0.001
N 1.9291 1.5591 2.0967 0.001
H 3.8854 2.3631 1.7230 0.000
H 3.1215 1.5020 0.3853 0.000
H 4.8080 0.0094 1.3141 0.000
H 4.2224 0.2345 2.9379 0.000
H 3.1826 -1.4044 0.8819 0.003
H 2.3752 -2.7578 2.4806 0.000
H 3.9750 -2.2416 3.0063 0.000
H 2.2274 -2.1196 4.8198 0.000
H 2.9858 -0.5657 4.5555 0.000
H -0.0724 1.5524 4.1523 0.000
H 1.0772 1.0982 5.3924 0.001
H 1.9286 2.8936 3.7545 0.000
H 2.9771 1.5169 3.9309 0.000
H 1.4211 2.3415 1.6970 0.002
F 0.3229 -7.5921 -0.4101 0.000
C 0.0691 -6.3428 -0.0985 0.000
C -1.1231 -5.9970 0.5119 0.000
F -2.0226 -6.9203 0.7801 0.000
C -1.3811 -4.6702 0.8259 0.000
F -2.5804 -4.4229 1.3511 0.000
C -0.4631 -3.6491 0.5851 0.000
P -0.8265 -1.8764 0.9538 -0.011
C -2.0340 -1.9681 2.3053 0.004
C -1.6987 -2.6994 3.4449 0.000
C -2.5855 -2.7960 4.5030 0.000
C -3.8167 -2.1550 4.4379 0.000
C -4.1578 -1.4243 3.3098 0.000
C -3.2728 -1.3332 2.2432 0.000
C -1.7179 -1.4794 -0.5846 0.004
C -2.9700 -2.0257 -0.8739 0.001
C -3.5508 -1.8232 -2.1164 0.000
C -2.8745 -1.1084 -3.0949 0.000
C -1.6137 -0.5963 -2.8245 -0.002
C -1.0411 -0.7692 -1.5727 0.000
C 0.7090 -4.0293 -0.0752 0.002
Br 1.9643 -2.7645 -0.6868 -0.002
C 0.9807 -5.3439 -0.4062 0.000
F 2.0993 -5.6699 -1.0338 0.000
H -0.7545 -3.2318 3.4953 0.000
H -2.3238 -3.3830 5.3730 0.000
H -4.5142 -2.2401 5.2601 0.000
H -5.1238 -0.9404 3.2491 0.000
H -3.5592 -0.7710 1.3636 0.000
H -3.4905 -2.6223 -0.1363 0.000
H -4.5235 -2.2458 -2.3287 0.000
H -3.3189 -0.9780 -4.0726 0.000
H -1.0534 -0.1073 -3.6105 0.003
H -0.0368 -0.4030 -1.3834 -0.003
C 2.8543 3.2741 -7.7390 0.020
C 2.0924 3.2196 -6.4759 0.211
C 1.2198 2.1290 -6.1941 0.072
C 0.4893 2.1009 -5.0509 0.064
C 0.5639 3.1792 -4.1175 0.263
N -0.2331 3.1144 -3.0125 0.157
C -0.6140 4.2439 -2.2421 -0.022
O -0.3245 5.3620 -2.5523 0.032
N -1.4623 3.9909 -1.1759 0.008
C -1.5035 3.0240 -0.1614 0.007
C -2.5625 3.1229 0.7479 0.002
C -2.6243 2.2599 1.8134 -0.001
C -1.6310 1.3039 1.9636 0.004
N -0.6198 1.1860 1.1028 -0.010
C -0.5565 2.0320 0.0527 0.018
C 1.4571 4.2653 -4.3748 0.075
C 2.1878 4.2697 -5.5225 0.055
H 3.0215 2.2866 -8.1647 0.005
H 3.7986 3.8045 -7.6219 0.009
H 2.2663 3.8451 -8.4722 0.048
H 1.1350 1.3250 -6.9134 0.003
H -0.1916 1.2825 -4.8619 0.012
H -0.8242 2.2938 -2.9267 -0.015
H -1.9312 4.8544 -0.9299 0.000
H -3.3198 3.8857 0.6112 0.000
H -3.4296 2.3158 2.5326 0.000
H -1.6573 0.6088 2.7895 0.001
H 0.2973 1.9245 -0.6078 -0.017
H 1.5409 5.0779 -3.6735 -0.003
H 2.8598 5.0944 -5.7216 0.003



No. 2
63
Properties=species:S:1:pos:R:3:lowdin_charge:R:1 method="wB97M-V/def2-TZVPD" multiplicity=1 charge=+1 lumo_ev=-4.26 e_above_lowest_kcal_mol=0.00
Hf 0.2464 0.3327 -0.3274 1.830
C -0.2504 4.5479 1.3021 0.038
C -0.2386 3.3154 0.4802 -0.192
N 0.6437 2.3918 0.5244 -0.029
O 1.6419 2.4757 1.4649 0.085
B 1.2875 1.6068 2.5922 -1.045
F 0.0909 1.9459 3.1788 0.190
F 2.3365 1.4299 3.4098 0.240
O 0.9857 0.1297 1.9098 -0.036
N -0.3432 -0.1613 1.7506 -0.123
C -1.0793 -0.6754 2.6295 -0.459
C -0.7705 -0.9872 4.0445 0.006
C -2.3053 -2.5929 0.7434 -0.416
N -2.0750 -1.2916 0.2367 -0.253
O -2.8280 -0.9702 -0.8279 0.029
B -3.5068 0.4241 -0.9539 -1.083
F -4.4910 0.2405 -1.8588 0.224
F -3.8932 0.8166 0.3119 0.130
O -2.5538 1.4241 -1.5301 0.065
N -1.5612 1.7602 -0.6630 -0.028
C -1.3699 3.0130 -0.4669 -0.198
C -2.2016 4.0999 -1.0404 0.036
C -3.5546 -3.2877 0.3009 0.016
H 0.5973 4.5723 1.9771 0.100
H -1.1797 4.5852 1.8742 0.117
H -0.2332 5.4233 0.6498 0.107
H 0.2227 -0.6204 4.2925 0.104
H -0.8233 -2.0676 4.1935 0.094
H -1.5036 -0.5100 4.6973 0.109
H -2.8197 3.7254 -1.8488 0.099
H -1.5606 4.9076 -1.3950 0.104
H -2.8499 4.5113 -0.2622 0.115
H -3.8574 -4.0213 1.0442 0.101
H -3.3035 -3.8203 -0.6206 0.131
H -4.3595 -2.5906 0.0812 0.106
O 1.1689 -3.4933 -1.5140 0.166
C 0.5889 -2.9143 -0.6455 -0.500
O 0.3826 -1.6041 -0.6350 -0.164
C 0.0876 -3.6028 0.6011 -0.050
C 0.9808 -4.5343 1.1289 0.014
C 0.6823 -5.2665 2.2636 -0.030
C -0.5498 -5.1071 2.8799 -0.044
C -1.4611 -4.2142 2.3489 -0.048
C -1.1585 -3.4407 1.2252 -0.142
S -2.7118 -1.0870 1.9586 1.316
H 1.9238 -4.6756 0.6188 0.133
H 1.4042 -5.9688 2.6575 0.120
H -0.8050 -5.6839 3.7584 0.119
H -2.4312 -4.1040 2.8203 0.122
I 6.1599 2.6036 -6.3439 0.946
C 4.7633 2.0389 -4.9255 -0.729
C 3.4139 2.0139 -5.2682 -0.127
C 2.4810 1.6411 -4.3193 0.009
C 2.9061 1.2932 -3.0384 -0.140
C 4.2581 1.3125 -2.7001 0.013
C 5.1914 1.6900 -3.6471 -0.126
C 1.9277 0.9080 -2.0391 -0.491
O 2.2637 0.5127 -0.8653 -0.056
O 0.6536 0.9576 -2.2786 -0.081
H 3.1008 2.2814 -6.2672 0.100
H 1.4288 1.6126 -4.5668 0.128
H 4.5672 1.0352 -1.7017 0.130
H 6.2430 1.7130 -3.3999 0.101



No. 3
113
Properties=species:S:1:pos:R:3:mulliken_spin:R:1 method="wB97M-V/def2-TZVPD" multiplicity=4 s_squared=3.763 charge=+1 lumo_ev="-1.60 / -1.62" e_above_lowest_kcal_mol=0.00
V 1.6243 0.2206 -0.0746 2.961
I 1.3570 1.0945 2.6171 0.012
C 3.3855 1.6497 2.6303 -0.051
C 3.8141 2.4302 3.6616 -0.003
C 5.1844 2.7534 3.7521 -0.006
C 6.0602 2.2433 2.8412 0.008
C 5.6170 1.4091 1.7842 -0.022
C 6.5489 0.8241 0.8927 0.028
C 6.1129 -0.0364 -0.0715 -0.014
C 4.7295 -0.2700 -0.2418 0.066
C 3.7445 0.3271 0.5233 0.076
C 4.2328 1.1204 1.6185 -0.090
H 3.1232 2.7923 4.4107 0.002
H 5.5297 3.3834 4.5603 0.000
H 7.1192 2.4565 2.9209 0.000
H 7.6021 1.0438 1.0167 0.001
H 6.8258 -0.5252 -0.7253 -0.001
H 4.4473 -0.9465 -1.0443 0.002
C 0.7263 1.4547 -4.3350 -0.004
C 1.4231 0.1586 -3.9369 -0.007
S 2.5220 0.1394 -2.4952 0.013
C 3.5914 1.5908 -2.7524 -0.003
C 3.6862 2.5956 -1.5913 -0.008
S 2.2696 2.7526 -0.4844 -0.018
C 1.2829 4.0247 -1.3087 0.010
C 0.9165 3.7845 -2.7629 0.001
S -0.1417 2.3283 -3.0079 0.003
H -0.0056 1.2100 -5.1066 0.000
H 1.4230 2.1515 -4.7994 0.000
H 1.9877 -0.2137 -4.7942 0.000
H 0.6855 -0.6059 -3.6879 0.008
H 3.2473 2.0767 -3.6634 -0.004
H 4.5916 1.2078 -2.9519 0.000
H 3.9046 3.5898 -1.9864 0.003
H 4.5124 2.3184 -0.9406 0.002
H 1.8351 4.9641 -1.2312 0.000
H 0.3900 4.1312 -0.6942 -0.004
H 1.8172 3.6622 -3.3627 -0.001
H 0.3972 4.6657 -3.1425 0.001
O -0.5345 0.2988 -0.1730 0.028
P -2.0301 0.2286 0.0293 -0.020
C -2.5416 1.6565 1.0676 -0.002
C -1.6904 2.9178 0.8159 -0.031
C -2.2320 3.8395 -0.2738 0.000
C -3.6867 4.2101 -0.0161 0.000
C -4.5387 2.9511 0.0636 0.000
C -4.0403 2.0089 1.1586 0.001
C -2.8540 0.2916 -1.6073 0.002
C -4.3586 -0.0409 -1.6913 0.002
C -4.6799 -1.5182 -1.9108 0.000
C -3.9232 -2.0789 -3.1074 0.000
C -2.4265 -1.9189 -2.8806 0.001
C -2.0460 -0.4547 -2.6850 -0.003
C -2.4512 -1.3498 0.8715 -0.002
C -3.8447 -1.5008 1.5138 0.001
C -3.9420 -0.9857 2.9499 0.000
C -2.8492 -1.5722 3.8354 0.000
C -1.4784 -1.2555 3.2521 0.005
C -1.3443 -1.8091 1.8379 -0.066
H -2.2374 1.2814 2.0515 0.000
H -0.6606 2.6235 0.6073 0.015
H -1.6711 3.4780 1.7568 -0.001
H -2.1459 3.3638 -1.2566 0.000
H -1.6221 4.7455 -0.3143 -0.001
H -4.0581 4.8706 -0.8012 0.000
H -3.7596 4.7640 0.9259 0.000
H -4.5252 2.4573 -0.9103 0.000
H -5.5813 3.2040 0.2657 0.000
H -4.6587 1.1122 1.1985 0.000
H -4.1863 2.5117 2.1206 0.000
H -2.7390 1.3574 -1.8327 -0.002
H -4.7578 0.5148 -2.5463 -0.001
H -4.8963 0.3330 -0.8209 0.000
H -5.7573 -1.6241 -2.0504 0.000
H -4.4253 -2.1072 -1.0251 0.000
H -4.2171 -1.5409 -4.0149 0.000
H -4.1782 -3.1281 -3.2643 0.000
H -1.8593 -2.3269 -3.7214 0.000
H -2.1447 -2.5084 -2.0032 -0.001
H -2.2162 0.0695 -3.6325 -0.001
H -0.9855 -0.3555 -2.4522 0.024
H -2.4124 -2.0325 0.0139 -0.003
H -4.0684 -2.5730 1.5290 0.000
H -4.6200 -1.0473 0.8960 0.000
H -4.9290 -1.2349 3.3443 0.000
H -3.8701 0.1045 2.9758 0.000
H -2.9722 -2.6591 3.8986 0.000
H -2.9363 -1.1846 4.8515 0.000
H -0.6833 -1.6665 3.8785 -0.001
H -1.3298 -0.1698 3.2556 0.000
H -1.4054 -2.9020 1.8952 -0.002
H -0.3692 -1.5683 1.4157 0.073
C 1.2760 -4.0745 2.8126 0.001
N 1.8856 -3.1580 1.8686 0.000
C 2.9483 -2.3353 2.4160 0.008
C 1.5131 -3.0843 0.5658 0.013
N 1.6069 -1.9818 -0.1285 -0.022
N 0.9842 -4.2418 0.0350 0.002
C 1.6715 -5.5126 0.2316 0.000
C 0.2247 -4.1628 -1.1938 -0.001
H 0.9729 -3.5167 3.7019 0.000
H 1.9739 -4.8540 3.1307 0.000
H 0.3970 -4.5419 2.3782 0.000
H 3.7267 -2.9799 2.8341 0.002
H 2.5699 -1.6931 3.2143 -0.001
H 3.3743 -1.7124 1.6369 -0.006
H 1.5139 -2.2079 -1.1139 0.027
H 2.4525 -5.4096 0.9785 0.000
H 2.1398 -5.8315 -0.7040 0.001
H 0.9748 -6.2891 0.5521 0.000
H -0.3968 -3.2699 -1.1828 0.001
H -0.4214 -5.0379 -1.2666 0.000
H 0.8633 -4.1426 -2.0874 0.000